{"formula": "C71H85BO7S", "method": "the ωB97M-V functional and the def2-TZVPD basis", "species": ["C", "C", "C", "O", "O", "C", "C", "C", "C", "C", "C", "C", "O", "S", "O", "O", "O", "C", "B", "C", "O", "C", "C", "C", "C", "C", "H", "H", "H", "H", "H", "H", "H", "H", "H", "H", "H", "H", "H", "H", "H", "H", "H", "H", "H", "H", "H", "H", "H", "H", "H", "H", "H", "H", "H", "H", "H", "C", "C", "C", "C", "C", "C", "H", "H", "H", "H", "H", "H", "C", "C", "C", "C", "C", "C", "H", "H", "H", "H", "H", "H", "C", "C", "C", "C", "C", "C", "H", "H", "H", "H", "H", "H", "C", "C", "C", "C", "C", "C", "H", "H", "H", "H", "H", "H", "C", "C", "C", "C", "C", "C", "H", "H", "H", "H", "H", "H", "C", "C", "C", "C", "C", "C", "H", "H", "H", "H", "H", "H", "C", "C", "C", "C", "C", "C", "H", "H", "H", "H", "H", "H", "C", "C", "C", "C", "C", "C", "H", "H", "H", "H", "H", "H", "C", "C", "C", "C", "C", "C", "H", "H", "H", "H", "H", "H"], "positions_angstrom": [[6.5941, 0.3707, 2.2721], [6.0774, 1.4483, 1.5116], [5.0629, 2.4593, 2.2232], [4.5007, 2.0507, 3.2492], [4.9629, 3.7261, 1.6397], [3.6867, 4.3636, 1.8382], [2.6731, 4.2412, 0.5981], [1.5059, 5.3270, 0.9056], [0.0708, 4.8725, 0.3646], [-0.8877, 4.4138, 1.5869], [-1.8072, 3.1530, 1.2483], [-0.9901, 1.9167, 0.6685], [-1.4727, 1.2869, -0.5819], [-0.2714, 0.1037, -0.7878], [-0.7213, -1.1236, -1.5187], [0.7467, 0.7397, -1.6881], [0.2096, -0.1711, 0.8056], [-0.7557, 0.6329, 1.6107], [-1.9709, -0.4346, 1.7926], [-1.6938, -1.8664, 2.5133], [-3.3094, -0.1963, 1.3024], [0.1281, 1.0770, 2.8743], [1.6523, 0.5639, 2.8117], [-0.4837, 0.6913, 4.2988], [0.1853, 1.6388, 5.4428], [-0.8847, 2.6231, 6.1316], [7.5637, -0.1672, 1.9869], [6.1140, 0.0162, 3.2439], [6.4425, 1.5679, 0.4487], [3.8977, 5.4907, 1.9412], [3.1198, 4.0687, 2.7737], [2.2691, 3.1948, 0.4309], [3.2088, 4.6545, -0.3301], [1.4430, 5.5245, 2.0377], [1.7332, 6.3410, 0.4162], [0.1409, 4.1030, -0.4661], [-0.4549, 5.7869, -0.0931], [-1.6038, 5.2843, 1.8142], [-0.2823, 4.2758, 2.5538], [-2.2791, 2.8037, 2.2369], [-2.6800, 3.4725, 0.5753], [0.0954, 2.1617, 0.3632], [-0.5837, -1.9731, 2.7341], [-2.2232, -1.8200, 3.5291], [-2.1436, -2.7468, 1.9567], [-3.4496, -0.7592, 0.5110], [0.1987, 2.2266, 2.8586], [1.7438, -0.5746, 2.8141], [2.2016, 0.9277, 3.7452], [2.1872, 1.0508, 1.9294], [-1.6082, 0.8637, 4.3927], [-0.1966, -0.3972, 4.5272], [1.0254, 2.2559, 4.9881], [0.6146, 0.9516, 6.2500], [-1.8830, 2.6282, 5.5773], [-0.4771, 3.6887, 6.0632], [-1.1174, 2.3191, 7.2091], [8.3394, -2.1568, -0.5720], [9.6145, -2.6973, -0.7033], [9.8967, -3.9519, -0.1725], [8.9002, -4.6705, 0.4817], [7.6241, -4.1313, 0.6098], [7.3445, -2.8731, 0.0869], [8.1203, -1.1769, -0.9831], [10.3893, -2.1398, -1.2191], [10.8925, -4.3703, -0.2691], [9.1190, -5.6506, 0.8914], [6.8472, -4.6921, 1.1185], [6.3512, -2.4505, 0.1917], [-6.8253, -0.6348, -2.4529], [-8.1380, -1.0452, -2.2454], [-8.5574, -1.4212, -0.9733], [-7.6659, -1.3775, 0.0940], [-6.3540, -0.9636, -0.1127], [-5.9322, -0.5962, -1.3868], [-6.4977, -0.3449, -3.4453], [-8.8350, -1.0728, -3.0763], [-9.5794, -1.7474, -0.8131], [-7.9940, -1.6661, 1.0867], [-5.6596, -0.9280, 0.7199], [-4.9076, -0.2785, -1.5492], [11.0607, -1.8714, 3.8948], [10.2580, -0.9564, 3.2222], [10.0967, 0.3311, 3.7258], [10.7466, 0.7058, 4.8976], [11.5524, -0.2086, 5.5681], [11.7063, -1.4983, 5.0695], [11.1835, -2.8756, 3.5037], [9.7566, -1.2474, 2.3040], [9.4650, 1.0427, 3.2043], [10.6249, 1.7106, 5.2876], [12.0604, 0.0841, 6.4809], [12.3302, -2.2123, 5.5956], [-10.6797, -5.8402, -0.9181], [-11.8479, -6.5627, -1.1374], [-12.7685, -6.1271, -2.0850], [-12.5160, -4.9733, -2.8207], [-11.3460, -4.2529, -2.6039], [-10.4297, -4.6834, -1.6499], [-9.9637, -6.1782, -0.1769], [-12.0415, -7.4660, -0.5687], [-13.6825, -6.6872, -2.2512], [-13.2314, -4.6363, -3.5630], [-11.1485, -3.3541, -3.1789], [-9.5202, -4.1185, -1.4774], [8.1733, 8.1883, 2.5515], [7.8267, 8.5707, 3.8434], [6.8993, 7.8258, 4.5650], [6.3254, 6.6921, 3.9977], [6.6750, 6.3076, 2.7071], [7.5953, 7.0577, 1.9826], [8.8937, 8.7712, 1.9877], [8.2791, 9.4507, 4.2880], [6.6244, 8.1279, 5.5697], [5.6058, 6.1082, 4.5619], [6.2291, 5.4229, 2.2652], [7.8631, 6.7604, 0.9747], [-12.8381, -6.0377, -8.3511], [-14.1509, -6.4481, -8.1437], [-14.5701, -6.8240, -6.8716], [-13.6785, -6.7801, -5.8047], [-12.3668, -6.3663, -6.0111], [-11.9448, -5.9990, -7.2848], [-12.5105, -5.7478, -9.3436], [-14.8480, -6.4758, -8.9745], [-15.5919, -7.1504, -6.7111], [-14.0067, -7.0688, -4.8117], [-11.6724, -6.3308, -5.1784], [-10.9206, -5.6816, -7.4464], [6.9921, 7.6263, -4.1563], [6.9701, 8.8914, -3.5780], [6.7682, 9.0275, -2.2085], [6.5981, 7.8972, -1.4152], [6.6238, 6.6320, -1.9929], [6.8165, 6.4962, -3.3639], [7.1462, 7.5207, -5.2246], [7.1095, 9.7722, -4.1956], [6.7444, 10.0142, -1.7588], [6.4453, 8.0027, -0.3469], [6.4926, 5.7503, -1.3736], [6.8311, 5.5101, -3.8148], [-16.8605, -9.3275, -3.4227], [-17.2996, -10.6287, -3.6436], [-18.0594, -10.9253, -4.7703], [-18.3722, -9.9218, -5.6818], [-17.9300, -8.6214, -5.4628], [-17.1779, -8.3229, -4.3313], [-16.2708, -9.0959, -2.5422], [-17.0499, -11.4124, -2.9364], [-18.4071, -11.9385, -4.9388], [-18.9606, -10.1539, -6.5628], [-18.1727, -7.8392, -6.1746], [-16.8378, -7.3075, -4.1579], [12.7396, 2.3503, -1.6170], [11.4297, 1.9377, -1.3965], [11.0233, 1.5634, -0.1198], [11.9248, 1.6110, 0.9390], [13.2337, 2.0271, 0.7191], [13.6427, 2.3927, -0.5593], [13.0572, 2.6389, -2.6131], [10.7249, 1.9071, -2.2208], [10.0031, 1.2352, 0.0508], [11.6067, 1.3240, 1.9344], [13.9360, 2.0657, 1.5450], [14.6647, 2.7119, -0.7315]], "atomic_forces_ev_per_a": [[-0.725, 1.781, -0.911], [0.961, -1.343, 1.716], [0.305, -2.457, 0.817], [0.903, 2.022, -2.679], [-0.847, -2.372, 0.858], [-1.651, 1.833, -0.377], [0.492, 1.676, 0.356], [-0.268, -0.157, -0.326], [-0.641, 0.903, 0.686], [-0.214, 0.276, -0.437], [-0.228, -0.442, 0.552], [1.374, -0.640, 0.527], [1.442, -1.737, 1.019], [1.574, -0.975, -6.045], [-0.306, 2.637, 3.529], [-1.681, -0.607, 3.760], [-1.866, 0.812, -3.262], [0.820, 1.697, 1.040], [-1.740, -1.020, 0.297], [0.239, 0.643, 0.449], [2.322, -0.216, -0.259], [0.172, 0.353, 0.779], [-0.099, 0.492, 0.410], [0.887, 0.447, 0.507], [-0.658, -0.514, 0.169], [0.118, 0.128, -0.373], [-1.892, 0.590, -0.081], [0.827, 1.034, -1.294], [-0.349, 0.453, 1.534], [-0.106, -1.701, -0.114], [1.125, -0.096, -0.925], [0.533, 1.242, 0.215], [-0.712, -1.134, 1.185], [0.034, -0.317, -1.611], [0.067, -1.587, 0.746], [0.023, 0.815, 1.116], [0.871, -1.360, 0.504], [1.043, -1.286, -0.270], [-0.804, -0.105, -1.504], [0.510, 0.440, -1.455], [1.455, -0.680, 0.738], [-1.508, 0.531, 0.908], [-1.395, -0.311, -0.379], [0.596, -0.052, -1.288], [0.727, 1.022, 0.598], [-0.171, 0.280, 0.733], [-0.226, -1.634, -0.058], [-0.219, 1.570, -0.300], [-0.839, -0.419, -1.266], [-0.668, -0.993, 1.092], [1.371, -0.535, -0.453], [-0.750, 1.514, -0.377], [-1.002, -0.869, 0.640], [-0.376, 1.101, -1.147], [1.322, -0.072, 0.614], [-0.678, -1.404, 0.495], [0.476, 0.603, -1.488], [0.012, -0.072, 0.077], [-0.002, 0.005, 0.033], [-0.097, 0.013, 0.029], [0.009, 0.097, -0.031], [0.056, 0.030, -0.005], [0.059, -0.002, -0.003], [0.010, -0.066, 0.007], [-0.052, -0.029, 0.054], [-0.069, 0.029, -0.007], [-0.018, 0.068, -0.028], [0.060, 0.048, -0.039], [0.057, -0.027, -0.017], [-0.001, -0.018, 0.050], [0.050, -0.013, 0.052], [0.072, 0.045, 0.011], [0.008, 0.000, -0.093], [-0.019, -0.035, -0.054], [-0.104, -0.039, 0.044], [-0.021, -0.024, 0.074], [0.054, 0.000, 0.056], [0.054, 0.051, -0.001], [0.025, 0.020, -0.068], [-0.114, 0.029, -0.026], [-0.061, 0.018, -0.022], [0.007, 0.053, 0.032], [-0.036, 0.038, 0.058], [0.017, -0.120, 0.096], [-0.003, -0.048, -0.032], [-0.024, -0.028, -0.054], [-0.052, 0.074, -0.063], [-0.021, 0.075, 0.011], [0.056, -0.029, 0.033], [0.034, -0.018, 0.044], [0.004, -0.069, -0.028], [-0.046, -0.024, -0.067], [-0.035, 0.049, -0.038], [-0.062, 0.030, -0.061], [0.007, 0.041, -0.024], [0.100, 0.068, -0.008], [-0.007, -0.001, 0.088], [-0.009, -0.049, 0.059], [-0.042, -0.064, -0.010], [-0.049, 0.023, -0.056], [0.012, 0.071, -0.037], [0.055, 0.027, 0.014], [0.059, -0.026, 0.043], [-0.017, -0.063, 0.038], [-0.042, -0.056, -0.030], [-0.050, -0.037, 0.024], [-0.042, -0.045, -0.029], [0.016, -0.043, -0.074], [0.061, 0.099, -0.036], [-0.015, 0.019, -0.010], [0.018, 0.038, 0.125], [-0.046, -0.043, 0.038], [-0.039, -0.063, -0.036], [0.030, -0.023, -0.062], [0.048, 0.023, -0.036], [0.137, 0.126, 0.071], [0.030, -0.008, 0.088], [-0.018, -0.016, 0.081], [0.053, 0.001, 0.043], [0.058, 0.051, 0.000], [-0.001, 0.035, -0.107], [0.024, -0.022, -0.046], [-0.117, -0.022, -0.006], [-0.025, -0.021, 0.069], [0.054, -0.008, 0.060], [0.074, -0.001, -0.005], [0.030, -0.009, -0.062], [-0.061, -0.010, -0.059], [-0.065, -0.020, 0.016], [-0.014, -0.006, 0.086], [-0.015, -0.050, 0.038], [0.013, -0.091, -0.047], [-0.021, 0.030, -0.081], [0.000, 0.056, -0.028], [0.014, 0.079, 0.024], [-0.011, 0.008, 0.077], [-0.018, -0.068, 0.044], [0.009, -0.068, -0.025], [-0.016, 0.014, -0.091], [0.000, 0.054, -0.035], [0.004, 0.064, 0.029], [-0.037, 0.000, -0.078], [-0.022, 0.043, -0.035], [0.034, 0.095, 0.001], [0.046, 0.002, 0.071], [0.013, -0.044, 0.042], [-0.002, -0.091, -0.009], [-0.043, -0.020, -0.057], [-0.025, 0.062, -0.051], [0.034, 0.068, 0.007], [0.041, 0.020, 0.063], [0.001, -0.054, 0.059], [-0.023, -0.051, -0.014], [-0.004, -0.019, 0.077], [0.022, -0.022, 0.035], [0.124, 0.035, -0.002], [0.021, 0.034, -0.058], [-0.040, 0.001, -0.089], [-0.097, -0.023, 0.010], [-0.026, -0.019, 0.070], [0.056, 0.000, 0.052], [0.046, 0.022, 0.002], [0.069, 0.014, -0.095], [-0.060, -0.012, -0.059], [-0.068, -0.013, 0.009]], "gap_ev": 9.31, "homo_ev": -9.2, "fmax_ev_per_a": 6.32}